1.
16
Properties=species:S:1:pos:R:3 method="wB97M-V/def2-TZVPD" relative_energy_ev=0.000 spin_multiplicity=2 homo_lumo_gap_ev="9.25 / 7.44" e_lumo_ha="0.0069 / -0.0543"
Cu 0.03 1.13 1.50
O 1.73 1.50 0.82
O -1.76 1.18 0.94
O 0.09 -0.72 0.77
C 1.89 0.63 -0.25
C 1.29 -0.76 -0.01
C -1.89 0.53 -0.28
C -1.35 -0.83 0.12
H -1.88 -1.40 0.89
H 2.00 -1.38 0.55
H 1.07 -1.26 -0.97
H -1.34 0.96 -1.13
H 1.44 1.04 -1.17
H 2.97 0.47 -0.44
H -2.96 0.42 -0.57
H -1.33 -1.51 -0.75



2.
84
Properties=species:S:1:pos:R:3 method="wB97M-V/def2-TZVPD" relative_energy_ev=3.397 homo_lumo_gap_ev=2.78 e_lumo_ha=-0.1635
O -1.05 4.03 -1.82
N -2.04 -3.96 1.63
N 0.57 -2.85 2.62
N 4.25 -4.34 0.19
N -1.90 3.03 -1.93
N 3.46 1.55 -1.35
N 1.82 2.70 2.70
C 0.19 -4.76 3.89
C -0.67 -3.59 4.47
C 2.54 -4.93 -1.21
C -3.37 1.48 -0.65
C -2.27 0.73 -2.78
C -4.19 3.74 -1.33
C -2.14 -3.39 0.36
C -4.12 -4.75 0.78
C 3.22 4.04 4.08
C 3.68 -5.40 -0.40
C -3.56 0.65 -1.91
C 3.86 0.31 -1.83
C -2.54 2.90 -4.30
C 3.15 2.81 3.05
C 1.75 4.54 4.11
C -3.21 -4.63 2.02
C 2.33 -3.51 -0.72
C 5.13 0.51 -2.59
C 3.44 -3.14 0.26
C -0.24 -2.37 3.71
C 4.49 2.48 -1.45
C -0.31 2.16 -3.50
C -2.41 3.52 0.45
C 5.51 1.90 -2.33
C 0.95 -4.19 2.73
C -1.84 2.22 -3.10
C -3.41 -3.84 -0.31
C 0.87 3.62 3.30
C -2.99 2.93 -0.86
B 0.66 0.32 0.60
H 3.94 2.09 2.62
H 0.77 1.30 0.13
H -3.35 -5.21 2.94
H 2.57 1.56 -0.86
H 1.72 -5.59 -1.76
H -2.52 0.36 -3.72
H -1.55 0.20 -2.26
H 1.12 5.36 4.73
H -0.13 1.58 -4.33
H -1.21 -3.71 2.16
H 6.39 2.35 -2.61
H -3.34 3.55 1.27
H 0.83 -2.10 2.07
H 3.76 -2.15 0.67
H 1.52 -4.64 2.01
H 4.55 3.42 -0.79
H -2.23 2.54 -5.21
H -0.23 3.35 3.06
H -1.32 -3.58 5.35
H 3.29 -0.68 -1.56
H -4.31 0.89 -2.63
H 0.02 0.33 1.60
H 0.31 1.93 -2.75
H -1.54 2.90 0.81
H 0.01 3.15 -3.67
H -4.99 3.78 -0.39
H 1.86 -0.20 0.92
H -3.88 -0.56 -1.57
H 4.99 -4.31 0.81
H -3.57 2.93 -4.25
H -3.86 4.58 -1.77
H 4.07 4.36 4.64
H -2.43 4.07 -4.64
H 0.11 -5.67 4.21
H 0.14 -0.43 -0.24
H -2.40 1.04 0.03
H -4.59 3.42 -2.31
H -0.44 -1.48 3.69
H 4.10 -6.24 -0.48
H -3.72 -3.60 -1.50
H -4.37 1.27 0.03
H -2.06 4.55 0.50
H -4.93 -5.30 0.50
H 1.55 1.73 2.06
H 5.52 -0.25 -3.10
H -1.41 -2.59 0.07
H 1.59 -2.87 -1.02



3.
90
Properties=species:S:1:pos:R:3 method="wB97M-V/def2-TZVPD" smiles=OCCO.OCCO.OCCO.OCCO.OCCO.OCCO.OCCO.OCCO.OCCO relative_energy_ev=3.981 homo_lumo_gap_ev=9.38 e_lumo_ha=0.0042
O 13.51 4.39 8.19
O 18.03 6.61 9.64
O 11.79 1.36 7.06
O 18.04 4.98 7.36
O 13.17 1.81 13.31
O 19.57 9.42 10.05
O 19.04 10.84 7.38
O 12.62 7.54 5.41
O 13.64 5.33 3.63
O 19.11 2.93 9.17
O 18.52 8.24 7.18
O 20.90 6.48 5.88
O 20.73 7.09 9.64
O 14.50 3.16 11.05
O 17.37 2.73 5.74
O 20.57 7.73 12.45
O 21.73 4.19 8.43
O 16.67 0.34 4.73
C 21.53 6.58 10.64
C 13.03 3.07 8.35
C 20.44 7.83 5.73
C 14.04 5.61 4.99
C 20.56 6.43 11.92
C 16.82 5.39 7.90
C 21.54 3.07 9.25
C 20.25 3.19 10.04
C 12.53 2.55 7.03
C 12.54 2.70 12.46
C 13.55 3.78 11.93
C 18.93 8.04 5.82
C 20.21 10.79 8.04
C 16.95 5.70 9.46
C 13.00 6.29 5.95
C 16.17 1.40 4.09
C 19.85 10.73 9.56
C 16.92 2.69 4.38
H 11.84 3.32 6.70
H 18.50 8.83 5.20
H 20.96 8.47 6.44
H 17.82 2.81 3.77
H 14.91 6.26 5.07
H 12.22 8.16 6.02
H 19.19 3.49 8.40
H 17.84 4.09 7.04
H 20.83 8.25 4.80
H 13.20 4.91 8.94
H 16.39 3.59 4.09
H 18.87 6.33 9.26
H 12.43 2.87 9.24
H 20.19 2.42 10.81
H 16.58 6.18 7.18
H 12.09 2.08 11.68
H 20.30 7.93 9.84
H 14.05 1.65 12.98
H 13.39 6.21 3.34
H 21.81 6.52 6.18
H 15.95 6.06 9.71
H 20.91 5.74 12.68
H 14.40 4.70 5.47
H 20.69 11.23 10.04
H 22.34 2.97 9.98
H 18.62 9.98 7.41
H 20.95 10.02 7.81
H 18.74 9.22 9.60
H 18.54 7.38 7.61
H 14.53 3.67 10.23
H 20.70 11.76 7.95
H 21.90 5.60 10.35
H 22.47 7.09 10.87
H 16.08 4.59 7.80
H 12.11 5.72 6.17
H 17.75 1.86 5.88
H 11.58 1.19 6.14
H 13.91 2.47 8.57
H 19.95 4.13 10.50
H 19.54 6.10 11.75
H 16.29 -0.52 4.51
H 19.02 11.30 9.98
H 11.75 3.20 13.02
H 13.36 2.52 6.33
H 14.10 4.39 12.64
H 17.27 4.74 9.86
H 12.80 4.44 11.49
H 20.97 4.75 8.62
H 21.43 2.18 8.62
H 13.45 6.62 6.89
H 18.32 7.19 5.51
H 20.07 8.30 11.87
H 15.18 1.40 4.53
H 15.94 1.23 3.04



4.
16
Properties=species:S:1:pos:R:3 method="wB97M-V/def2-TZVPD" smiles=C[C@@H]1OC[C@@H]1C relative_energy_ev=2.705 homo_lumo_gap_ev=10.46 e_lumo_ha=0.0388
O 0.57 -1.62 -0.41
C 1.52 1.25 -0.21
C -0.55 -0.10 0.53
C 0.92 -0.13 0.19
C -0.52 -1.61 0.53
C -1.35 0.35 -0.71
H 1.57 -0.72 0.80
H -0.85 0.46 1.42
H -0.99 -0.20 -1.59
H 1.80 1.73 0.75
H -1.28 1.42 -0.91
H -2.40 0.10 -0.56
H -1.41 -2.11 0.14
H 0.82 1.96 -0.68
H 2.44 1.23 -0.80
H -0.29 -2.02 1.53



5.
25
Properties=species:S:1:pos:R:3 method="wB97M-V/def2-TZVPD" relative_energy_ev=5.978 homo_lumo_gap_ev=5.88 e_lumo_ha=-0.0749
Cl 3.07 2.57 -2.10
S -0.23 -1.95 1.52
O -3.71 1.34 -0.07
O 0.09 -2.04 2.94
N -2.71 1.10 0.57
C 1.83 0.85 -0.42
C 3.17 0.48 0.12
C 0.42 2.11 -1.97
C -1.78 -0.88 1.39
C -0.72 1.52 -1.46
C 1.67 1.79 -1.46
C 0.64 0.35 0.03
C -0.61 0.60 -0.42
C -0.69 -3.44 0.89
C -1.89 -0.04 0.13
H 0.35 2.82 -2.78
H 3.06 -0.18 0.98
H 3.76 -0.02 -0.65
H -0.82 -3.45 -0.17
H 3.71 1.37 0.43
H -1.70 -0.23 2.26
H -2.64 -1.54 1.49
H -1.69 1.77 -1.87
H -0.20 -4.31 1.32
H -2.38 -0.59 -0.69



6.
48
Properties=species:S:1:pos:R:3 method="wB97M-V/def2-TZVPD" total_charge=+4 relative_energy_ev=6.317 spin_multiplicity=4 homo_lumo_gap_ev="4.95 / 2.16" e_lumo_ha="-0.5804 / -0.6978"
Mn 2.22 -2.02 -1.18
P 0.16 1.64 1.66
O -2.78 2.39 -0.87
O -2.69 -0.82 2.72
N 4.77 -1.07 3.02
N -2.47 -0.51 -0.31
N 1.63 2.81 -2.42
C 2.03 4.14 -4.62
C -1.90 2.21 -0.17
C -0.30 3.08 2.71
C 0.57 -2.73 -1.61
C 1.79 -0.66 -2.35
C -4.78 -1.53 -0.95
C 2.84 -2.93 -2.66
C -3.50 -0.96 -0.59
C 4.04 -1.79 3.57
C 2.91 -1.48 -2.79
C 1.33 0.79 2.80
C -1.86 -0.08 2.45
C 1.68 -3.56 -2.04
C 0.62 -1.29 -1.76
C 1.44 2.45 0.64
C 3.15 -2.68 4.32
C 1.81 3.38 -3.41
H 3.47 -2.74 5.37
H 3.02 4.62 -4.57
H 3.82 -1.02 -3.15
H -0.27 -3.18 -1.10
H 2.04 0.21 2.19
H 1.68 -4.63 -1.84
H 3.16 -3.69 3.89
H 3.70 -3.54 -2.92
H 0.60 3.65 2.98
H 1.90 1.51 3.40
H -5.08 -1.20 -1.95
H 2.12 -2.32 4.29
H 1.99 3.47 -5.49
H -0.98 3.74 2.13
H 0.79 0.10 3.46
H -0.82 2.75 3.62
H 1.16 2.54 -0.42
H 1.26 4.92 -4.73
H -4.72 -2.63 -0.96
H -5.55 -1.22 -0.23
H -0.19 -0.69 -1.36
H 1.85 0.42 -2.40
H 1.66 3.45 1.05
H 2.35 1.84 0.69



7.
97
Properties=species:S:1:pos:R:3 method="wB97M-V/def2-TZVPD" total_charge=-1 homo_lumo_gap_ev=5.37 e_lumo_ha=0.0578
O 4.79 -3.93 1.41
O 1.80 -3.14 1.63
N -8.50 7.45 -2.19
N -3.22 1.46 -0.89
N 6.40 -6.09 -0.38
N 2.85 0.91 4.73
N 4.65 -5.99 0.11
N -3.42 5.12 -4.60
C 3.49 0.93 3.76
C 4.29 0.97 2.53
C 9.03 -6.07 -0.58
C -6.20 5.14 -1.99
C 1.47 -2.20 2.72
C 4.01 3.47 2.16
C -0.10 1.31 1.63
C 0.27 -0.24 1.18
C 9.60 -7.48 -0.66
C -9.22 8.19 1.15
C -2.69 1.41 -1.92
C -6.63 5.70 -3.33
C -2.03 1.32 -3.23
C 4.99 2.31 2.34
C -9.10 6.71 1.50
C 4.63 -5.30 -1.24
C 9.34 -8.31 0.59
C 4.13 -5.11 1.22
C 4.01 -7.36 0.08
C 2.92 -5.44 2.26
C 0.08 -1.32 2.43
C -0.82 -0.66 0.00
C -0.36 -0.58 3.86
C -4.14 0.70 -4.52
C -6.04 4.94 -4.52
C -2.98 1.67 -4.38
C 7.56 -6.08 -0.48
C -4.58 5.05 -4.57
C -9.90 8.44 -0.20
C -9.12 7.89 -1.31
B 1.53 -4.54 2.00
H 4.56 4.40 1.99
H -8.64 6.59 2.49
H -0.30 -1.42 4.70
H 3.65 0.75 1.67
H -8.48 6.18 0.78
H 3.30 -5.09 3.34
H -0.89 -1.83 -0.15
H 2.35 -1.40 2.74
H -10.08 6.23 1.53
H -1.87 -0.22 0.37
H -7.73 5.65 -3.40
H 2.97 -7.41 -0.46
H -6.36 6.76 -3.39
H -4.77 0.70 -3.62
H -6.67 5.70 -1.17
H -1.18 2.02 -3.25
H -0.52 -0.11 -1.00
H 4.76 -8.06 -0.53
H -8.22 8.65 1.16
H 5.05 0.18 2.57
H 5.63 2.25 1.45
H -1.46 -0.15 3.80
H 3.36 3.30 1.29
H 3.38 3.61 3.04
H 1.39 -0.21 0.78
H 0.43 0.26 4.18
H -0.03 1.98 0.65
H 9.19 -8.01 -1.53
H -2.41 1.67 -5.32
H -9.81 8.69 1.94
H 1.42 -2.68 3.78
H 9.80 -9.30 0.49
H -10.02 9.52 -0.34
H -10.90 8.00 -0.19
H -6.34 3.89 -4.47
H -3.38 2.69 -4.25
H 10.69 -7.41 -0.81
H -4.77 0.97 -5.37
H 9.46 -5.54 0.28
H 2.63 -6.57 2.37
H 0.96 -5.10 1.12
H 5.64 2.52 3.19
H 9.77 -7.82 1.48
H -0.76 -2.08 2.07
H -5.12 5.21 -1.85
H 0.83 -4.62 2.95
H 5.26 -4.29 -1.19
H -6.46 5.35 -5.45
H 3.57 -5.08 -1.67
H -6.49 4.09 -1.89
H 5.23 -6.00 -1.99
H 8.27 -8.46 0.76
H 3.94 -7.85 1.16
H -1.23 1.39 1.99
H 9.32 -5.51 -1.48
H -1.62 0.32 -3.38
H -3.77 -0.32 -4.68
H 0.66 1.75 2.42



8.
92
Properties=species:S:1:pos:R:3 method="wB97M-V/def2-TZVPD" spin_multiplicity=6 homo_lumo_gap_ev="4.40 / 4.56" e_lumo_ha="-0.0346 / -0.0366"
Mn 10.14 -23.88 2.73
Cl 8.12 -25.72 2.03
Cl 9.18 -25.35 7.37
S 13.33 -22.78 -3.64
S 10.49 -21.05 7.88
O 11.45 -25.62 1.86
N 11.31 -22.37 3.73
N 11.48 -22.95 1.18
N 13.84 -25.46 3.10
N 15.65 -25.15 5.65
N 7.95 -22.02 2.14
N 12.50 -24.52 5.70
N 9.42 -24.47 4.42
C 12.59 -25.98 6.00
C 11.20 -22.09 5.03
C 12.52 -22.26 1.68
C 13.02 -21.54 8.17
C 12.47 -26.81 4.73
C 12.99 -24.03 -4.71
C 14.87 -27.25 4.65
C 8.91 -25.65 4.60
C 7.78 -28.33 5.08
C 12.44 -21.97 3.08
C 13.73 -26.77 3.75
C 7.70 -27.77 3.77
C 12.10 -21.39 7.14
C 12.88 -23.65 -2.25
C 13.67 -22.17 -0.41
C 6.35 -22.06 4.17
C 12.16 -21.36 5.68
C 8.69 -26.23 5.94
C 4.33 -21.28 5.20
C 13.84 -26.33 6.78
C 6.54 -23.09 5.10
C 15.12 -26.44 5.97
C 13.41 -21.13 3.68
C 8.23 -27.49 6.14
C 5.27 -21.22 4.21
C 8.34 -26.54 3.62
C 13.56 -21.76 0.94
C 4.43 -22.35 6.09
C 12.53 -24.94 -2.59
C 11.12 -21.11 9.46
C 5.48 -23.27 6.01
C 11.67 -23.36 -0.07
C 13.30 -20.92 5.05
C 7.24 -21.96 3.07
C 14.48 -20.67 2.89
C 12.43 -21.36 9.48
C 12.55 -25.14 -4.01
C 12.74 -23.04 -0.92
C 11.48 -27.00 1.38
C 14.56 -20.86 1.55
H 11.70 -26.23 6.61
H 14.72 -28.26 4.87
H 13.98 -25.63 7.64
H 12.69 -24.01 6.57
H 14.48 -21.83 -1.02
H 8.27 -27.97 7.08
H 12.87 -21.45 10.43
H 7.49 -29.35 5.34
H 11.56 -26.58 4.18
H 7.40 -23.77 5.03
H 13.65 -27.34 7.28
H 14.95 -24.40 5.53
H 10.30 -21.06 10.26
H 5.53 -24.10 6.69
H 13.46 -27.48 2.95
H 12.21 -25.98 -4.53
H 15.85 -26.99 6.56
H 5.22 -20.49 3.44
H 13.20 -23.96 -5.79
H 10.91 -24.04 -0.49
H 11.52 -24.34 5.50
H 13.72 -24.76 3.83
H 3.61 -22.46 6.79
H 15.81 -27.26 4.03
H 12.36 -25.51 2.18
H 11.74 -27.61 2.23
H 3.55 -20.50 5.19
H 15.17 -20.05 3.41
H 14.79 -25.48 2.72
H 12.18 -25.65 -1.93
H 15.38 -20.50 1.01
H 12.43 -27.90 5.02
H 7.38 -28.41 2.94
H 12.21 -27.06 0.57
H 13.90 -20.22 5.61
H 14.00 -22.01 7.93
H 10.48 -27.26 0.98
H 16.25 -24.81 6.47
H 10.36 -22.38 5.67



Calculated values (eV/A) of max |F| for the records, taken in order: 2.58; 14.84; 4.63; 2.10; 2.67; 16.51; 11.03; 3.51.
Calculated values (eV) of total energy for the records, taken in order: -55056.3605; -42478.1198; -56388.9699; -7392.0605; -39467.2041; -67134.9734; -45754.2334; -132625.3758.